*w*
22
Properties=species:S:1:pos:R:3:mulliken_charge:R:1 method="wB97M-V/def2-TZVPD" gap_ev=9.77
O -1.50 1.55 -0.55 -0.61
O 1.93 0.96 1.00 -0.56
N -0.02 -0.17 0.19 0.03
N -0.37 -0.36 1.58 -0.36
N 0.17 -1.62 2.12 -0.60
C -2.35 -0.83 -0.39 -1.40
C -1.17 0.18 -0.65 0.08
C 0.99 0.88 -0.09 0.12
C 1.71 0.53 -1.41 -1.72
H 2.55 1.17 -1.31 0.52
H -1.50 1.78 0.42 0.42
H -2.22 -1.68 -1.03 0.34
H -0.25 -2.36 1.59 0.26
H 0.46 1.78 -0.26 0.54
H 2.58 0.20 0.85 0.37
H -3.26 -0.32 -0.54 0.40
H 1.12 -1.61 2.13 0.23
H -0.19 0.48 2.22 0.31
H -0.77 -0.15 -1.57 0.41
H 1.98 -0.48 -1.47 0.42
H -2.35 -1.07 0.61 0.35
H 1.18 0.99 -2.21 0.44

*x*
22
Properties=species:S:1:pos:R:3:mulliken_charge:R:1 method="wB97M-V/def2-TZVPD" gap_ev=10.22
O 1.14 0.23 2.14 -0.65
O 1.10 3.22 -0.67 -0.64
N -1.78 0.24 2.12 -0.64
N 0.39 -2.64 -1.15 -0.64
N 1.06 0.03 -0.07 -0.20
C -0.90 0.98 1.19 -0.43
C 0.49 0.37 1.14 0.50
C 0.31 -0.18 -1.32 -0.71
C -0.55 -1.50 -1.25 -0.22
H -0.10 -3.54 -1.21 0.24
H -1.30 -1.53 -0.40 0.13
H -0.85 2.00 1.54 0.34
H -1.84 -0.71 1.90 0.22
H -0.38 0.69 -1.52 0.29
H 0.92 -2.67 -0.26 0.21
H 1.99 3.58 -0.69 0.28
H -1.13 -1.60 -2.20 0.38
H -1.43 0.35 3.10 0.27
H 1.07 -0.28 -2.19 0.38
H -1.39 1.03 0.23 0.31
H 1.93 -0.40 -0.03 0.22
H 1.25 2.34 -0.38 0.33

Most stable structure, least stable structure: *x*, *w*.

*w*
19
Properties=species:S:1:pos:R:3:mulliken_charge:R:1 method="wB97M-V/def2-TZVPD" gap_ev=6.37
S -1.34 -0.79 -0.75 -0.19
O 1.49 1.53 1.53 -0.57
N 1.79 -0.69 1.70 -0.29
C 0.18 1.25 -1.02 -0.51
C 1.02 -1.89 1.49 -0.80
C 1.08 0.28 -0.41 -0.41
C -1.13 0.93 -0.41 -0.58
C 1.51 0.45 0.96 0.55
H 0.49 2.27 -0.74 0.27
H -2.03 1.53 -0.56 0.39
H -0.98 1.03 0.67 0.26
H 1.33 -2.32 0.54 0.29
H -4.26 0.12 -3.40 0.19
H 1.77 -0.37 2.66 0.27
H 0.23 1.29 -2.10 0.27
H 1.19 -2.58 2.32 0.34
H -3.72 0.25 -2.91 -0.19
H -0.05 -1.73 1.39 0.26
H 1.44 -0.58 -0.97 0.47

*x*
19
Properties=species:S:1:pos:R:3:mulliken_charge:R:1 method="wB97M-V/def2-TZVPD" gap_ev=8.08
S 3.15 2.70 -1.07 -0.21
O -1.32 -0.68 0.80 -0.30
N -0.36 0.84 -1.22 -0.24
C -0.25 -0.63 -1.21 -0.84
C 0.56 1.70 -0.55 -0.61
C -0.22 -1.25 0.16 -0.32
C 2.11 1.46 -0.79 -0.16
C -1.46 -1.07 2.14 -0.76
H 0.52 -1.06 -1.83 0.37
H 0.71 -0.95 0.69 0.30
H 0.40 1.62 0.48 0.27
H -1.21 -0.98 -1.63 0.37
H 0.31 2.71 -0.86 0.44
H -0.23 -2.38 0.11 0.35
H -0.57 1.12 -2.18 0.26
H 2.43 0.44 -0.60 0.24
H -2.09 -2.01 2.25 0.25
H -0.52 -1.32 2.65 0.33
H -1.96 -0.26 2.65 0.25

*y*
19
Properties=species:S:1:pos:R:3:mulliken_charge:R:1 method="wB97M-V/def2-TZVPD" gap_ev=9.05
S -0.13 1.84 -0.26 0.58
O -1.54 1.99 -0.50 -0.59
N -0.06 0.38 0.94 -0.17
C 1.06 -0.49 0.76 -0.55
C 0.42 -1.73 -0.07 -0.40
C -1.00 -1.29 -0.32 -0.62
C 1.07 2.18 -1.47 -0.88
C -1.24 -0.42 0.90 -0.63
H 1.79 -0.11 0.12 0.20
H -1.20 -0.78 -1.25 0.25
H 0.60 -2.56 0.69 0.22
H 0.68 1.71 -2.38 0.29
H -1.80 -2.01 -0.42 0.37
H 1.01 -2.13 -1.03 0.30
H -2.04 0.32 0.77 0.42
H -1.29 -1.12 1.92 0.27
H 1.51 -0.69 1.78 0.34
H 0.24 2.88 0.70 0.17
H 1.92 2.02 -0.90 0.42

Most stable structure, least stable structure: *x*, *y*.

*w*
68
Properties=species:S:1:pos:R:3:mulliken_charge:R:1 method="wB97M-V/def2-TZVPD" gap_ev=6.40 charge=-1
Te 4.01 2.74 -2.28 -0.28
Te 1.99 1.39 -3.48 -0.11
In 1.59 0.74 0.26 0.42
Se 1.66 -0.67 -2.00 -0.43
Se 2.71 3.09 -0.16 -0.23
Cl -4.51 0.75 3.25 -0.25
Cl -0.65 -2.17 0.72 -0.18
Cl -3.26 -2.07 2.56 -0.19
Cl -3.29 3.27 2.21 -0.15
Cl -0.47 3.29 0.89 -0.17
Cl -0.67 -1.17 7.00 -0.28
P -1.80 1.73 -1.86 0.93
O 1.78 1.54 2.39 -0.65
N 2.52 -1.01 1.44 -0.08
N -3.78 -0.21 -2.30 0.19
N -4.50 2.07 -2.42 0.06
N 4.75 -0.47 0.05 -0.41
N -3.19 1.17 -4.25 0.14
C -0.38 0.91 5.21 -0.62
C -3.35 2.69 -1.65 -0.54
C 4.92 -2.72 -0.85 1.48
C -3.62 -0.11 -3.73 -1.09
C 2.03 -1.34 2.65 -0.60
C 5.76 -0.12 -0.76 -0.43
C 0.83 -1.12 4.68 -0.84
C 4.26 -1.72 -0.01 -0.08
C 3.30 -4.33 -0.17 -0.88
C -3.05 0.61 2.34 0.26
C -4.21 2.13 -3.88 -0.67
C 2.68 -3.39 0.67 -0.07
C 3.13 -2.08 0.75 0.13
C -0.55 0.56 0.96 -0.24
C 6.42 -1.01 -1.59 -0.90
C 6.00 -2.31 -1.58 -0.43
C -1.19 1.75 1.35 0.99
C -2.44 -0.62 2.09 -0.43
C 4.45 -4.05 -0.85 -1.06
C 0.25 1.59 4.19 -0.25
C -2.43 1.82 1.97 -0.59
C 1.32 -0.46 3.56 1.24
C -4.79 0.78 -2.00 -1.07
C -1.20 -0.59 1.35 0.89
C -2.57 0.01 -1.51 -0.73
C 1.21 0.92 3.34 0.11
C -1.94 1.52 -3.66 -0.88
C -0.02 -0.41 5.53 0.06
H -2.76 -0.06 -0.48 0.32
H 6.02 0.94 -0.68 0.61
H -1.21 0.69 -3.94 0.34
H 4.97 -4.77 -1.53 0.30
H -4.99 0.76 -0.89 0.38
H 2.87 -5.32 -0.15 0.39
H -3.17 3.80 -1.84 0.31
H 7.32 -0.73 -2.07 0.43
H -5.17 1.95 -4.43 0.28
H -3.74 2.73 -0.56 0.12
H 2.18 -2.40 2.97 0.46
H 0.08 2.75 4.12 0.23
H 1.79 -3.71 1.24 0.37
H -1.03 1.48 5.86 0.48
H 6.54 -3.08 -2.13 0.34
H -2.91 -0.88 -4.15 0.27
H 1.09 -2.17 4.79 0.37
H -1.78 -0.65 -1.63 0.50
H -5.71 0.46 -2.51 0.33
H -4.64 -0.30 -4.11 0.43
H -1.55 2.47 -4.11 0.29
H -3.89 3.14 -4.20 0.36

*x*
68
Properties=species:S:1:pos:R:3:mulliken_charge:R:1 method="wB97M-V/def2-TZVPD" gap_ev=6.25 charge=-1
Te 12.02 14.75 7.89 -0.24
Te 14.62 13.78 7.81 -0.20
In 13.44 10.35 9.33 1.08
Se 14.80 11.34 7.31 -0.37
Se 10.87 12.71 7.12 -0.05
Cl 10.50 7.14 13.35 -0.21
Cl 6.27 9.62 7.36 -0.28
Cl 15.90 6.26 13.30 -0.21
Cl 16.11 8.32 11.05 -0.14
Cl 10.77 9.04 10.99 -0.15
Cl 13.11 5.65 14.46 -0.21
P 14.79 7.69 7.59 1.02
O 12.11 9.26 7.95 0.14
N 16.27 5.31 7.14 0.05
N 14.46 5.85 5.45 0.02
N 14.26 11.79 10.80 0.08
N 13.88 5.04 7.73 0.09
N 11.86 11.77 9.66 0.56
C 12.23 8.41 11.67 1.05
C 13.53 5.09 6.28 -0.93
C 15.24 4.58 7.89 -1.03
C 15.54 11.90 11.17 -0.15
C 14.44 7.14 12.74 -0.21
C 15.86 5.35 5.74 -0.92
C 12.11 7.49 12.74 -0.16
C 13.18 6.80 13.22 0.50
C 11.09 13.42 11.29 -1.18
C 10.08 10.51 8.37 -0.74
C 15.96 12.79 12.16 -1.29
C 12.70 14.25 13.02 -1.18
C 10.80 9.35 7.92 0.56
C 10.05 8.29 7.34 -0.35
C 11.46 14.30 12.38 -0.71
C 10.69 11.81 8.90 0.32
C 8.70 8.32 7.21 -0.80
C 16.35 6.69 7.59 -1.29
C 14.54 8.07 11.73 0.61
C 8.66 10.48 8.21 -1.23
C 13.34 12.54 11.40 0.09
C 12.01 12.52 10.78 1.27
C 8.01 9.46 7.60 0.01
C 13.69 6.39 8.32 -0.76
C 13.66 13.43 12.45 1.09
C 13.46 8.76 11.13 -1.43
C 14.37 7.31 5.82 -0.99
C 15.00 13.54 12.81 -0.69
H 8.22 7.46 6.76 0.42
H 10.07 13.45 10.86 0.26
H 13.88 6.36 9.37 0.53
H 15.84 4.31 5.35 0.35
H 8.12 11.37 8.49 0.44
H 13.34 7.61 5.61 0.47
H 16.20 11.31 10.58 0.63
H 15.46 4.54 8.97 0.37
H 14.97 7.90 5.03 0.31
H 15.27 3.56 7.50 0.35
H 17.10 7.20 7.05 0.50
H 10.52 7.37 7.08 0.35
H 16.68 6.64 8.63 0.43
H 10.75 15.06 12.73 0.36
H 9.88 12.27 9.52 0.17
H 13.00 14.91 13.83 0.32
H 12.64 6.63 8.23 0.20
H 15.20 14.26 13.52 0.49
H 13.50 4.06 5.93 0.29
H 16.49 5.90 5.05 0.40
H 12.55 5.52 6.18 0.43
H 16.98 12.85 12.35 0.49

Most stable structure, least stable structure: *x*, *w*.

*w*
10
Properties=species:S:1:pos:R:3:mulliken_charge:R:1 method="wB97M-V/def2-TZVPD" gap_ev=10.80
F 0.68 1.91 0.61 -0.24
F -1.38 -1.99 0.15 -0.22
O -2.13 0.92 -0.53 -0.54
N -0.62 -0.86 -0.02 0.27
C -1.05 0.42 -0.34 0.28
C 0.41 0.97 -0.30 0.24
C 0.76 -0.71 0.30 -0.60
H 0.94 1.20 -1.34 0.27
H 1.60 -1.41 0.03 0.31
H 0.79 -0.46 1.43 0.23

*x*
10
Properties=species:S:1:pos:R:3:mulliken_charge:R:1 method="wB97M-V/def2-TZVPD" gap_ev=8.02
F 1.70 1.50 -0.34 -0.17
F 2.79 -0.48 -0.16 -0.21
O -2.82 0.42 -0.30 -0.42
N -0.60 0.36 0.44 -0.41
C 0.58 -0.48 0.13 -0.40
C -1.80 -0.16 -0.42 0.12
C 1.71 0.26 -0.36 0.44
H -1.63 -1.22 -1.01 0.27
H -0.50 1.34 1.66 0.37
H 0.58 -1.53 0.35 0.43

Most stable structure, least stable structure: *w*, *x*.